Molecular formula: C2H2N3O
Method: DFT, ωB97M-V/def2-TZVPD

Last columns: bonded neighbours and bond lengths (Å).
Atoms and positions in Å:
1 O 1.02 1.97 0.52  C6 1.195
2 N 0.48 -0.27 0.42  C5 1.334, C6 1.426, H8 0.987
3 N -0.66 1.31 -0.81  C6 1.336
4 N -1.20 -0.53 -1.05  C5 1.257
5 C -0.35 -1.04 -0.27  N2 1.334, N4 1.257, H7 1.054
6 C 0.30 1.11 0.10  O1 1.195, N2 1.426, N3 1.336
7 H -0.40 -2.09 -0.25  C5 1.054
8 H 0.81 -0.46 1.34  N2 0.987

Summary:
Charge: +1
Multiplicity: 3
⟨S²⟩: 2.08
Energy in eV: -8609.47413
Lowest unoccupied orbital energy (spin up / spin down) in eV: -7.494 / -10.540
Frontier orbital gap (spin up / spin down) in Ha: 0.3908 / 0.2567